# 1
C5H9NO2 | ωB97M-V/def2-TZVPD

```
17
Properties=species:S:1:pos:R:3
C 0.6720 -0.9021 0.1603
C 0.6895 0.6562 0.6058
C -0.8207 1.0079 0.1207
C -1.4548 -0.4399 0.5890
C -0.5071 -0.8008 -0.7478
H 2.7144 -0.3116 -0.0291
H 0.4590 -1.5586 1.0495
H 1.2034 0.5286 1.6833
H 1.1199 1.1799 -1.0495
H -0.8261 2.0909 0.2612
H -2.5614 -0.7240 0.5688
H -0.8598 -0.6500 1.8137
H -0.8337 -1.5006 -1.4505
H -1.7702 0.6164 -1.6182
N -0.7776 0.5172 -1.2413
O 1.8943 -1.1123 -0.4817
O 1.6590 1.4028 -0.2342
```

Properties
- relative energy (zero: lowest compared OMol25 entry of this formula, charge and spin) (kcal per mole) = 155.8
- HOMO energy (eV) = -9.23
- net charge = 0
- Kohn-Sham gap (eV) = 10.0
- DFT total energy (a.u.) = -400.9285



# 2
C14H40N3O5S | ωB97M-V/def2-TZVPD

```
63
Properties=species:S:1:pos:R:3
N 1.5649 -0.9770 -1.4825
C 0.7720 -0.1214 -2.0952
N 0.5255 -0.1303 -3.4159
C -0.9567 -0.3839 -3.6388
C -1.7546 -0.6164 -2.3456
S -1.7572 -2.3855 -1.8654
C -1.3350 0.3052 -1.1701
N 0.0723 0.8175 -1.3493
H 1.4484 -1.1393 -0.4929
H 2.2535 -1.5003 -2.0036
H 1.0988 -0.8509 -3.8576
H -1.0392 -1.2310 -4.3130
H -1.3892 0.4694 -4.1605
H -2.7875 -0.3764 -2.5940
H -3.0769 -2.5951 -1.9126
H -1.3668 -0.2509 -0.2357
H -1.9975 1.1632 -1.0858
H -0.0205 1.6314 -1.9513
C -5.6353 1.5133 -4.9581
C -4.2815 1.3331 -5.6138
O -3.6736 0.0840 -5.2630
H -5.5472 1.4567 -3.8722
H -6.0698 2.4775 -5.2218
H -6.3267 0.7303 -5.2764
H -3.5872 2.1066 -5.2857
H -4.3707 1.4001 -6.7012
H -4.2605 -0.6196 -5.5593
C 4.5694 -1.9338 -5.7918
C 3.6665 -1.7613 -4.5903
O 2.3385 -2.2505 -4.8364
H 4.1535 -1.4160 -6.6555
H 5.5640 -1.5371 -5.5900
H 4.6687 -2.9899 -6.0497
H 3.5572 -0.7027 -4.3452
H 4.0920 -2.2765 -3.7210
H 2.4032 -3.1869 -5.0532
C -0.4798 0.1322 2.9436
C -1.3951 0.2902 4.1415
O -2.7159 -0.1752 3.8758
H -0.8905 0.6765 2.0893
H 0.5199 0.5118 3.1544
H -0.4024 -0.9230 2.6588
H -1.4889 1.3401 4.4138
H -0.9892 -0.2486 5.0043
H -2.6631 -1.1102 3.6544
C 4.8707 1.6286 3.4255
C 3.6504 1.0808 2.7127
O 2.4399 1.6688 3.1833
H 4.7873 1.4630 4.4994
H 5.7821 1.1489 3.0674
H 4.9640 2.7042 3.2607
H 3.5508 0.0101 2.8922
H 3.7412 1.2397 1.6311
H 2.4940 2.6181 3.0315
C -1.3949 0.8545 8.0684
C -0.1504 0.0650 8.4267
O -0.4602 -1.1839 9.0340
H -2.0029 1.0307 8.9557
H -1.1330 1.8166 7.6252
H -2.0081 0.3013 7.3520
H 0.4555 0.6067 9.1515
H 0.4631 -0.1016 7.5328
H -0.9886 -1.6968 8.4147
```

Properties
- HOMO energy (eV) = -11.54
- net charge = +1
- Kohn-Sham gap (eV) = 8.2
- DFT total energy (a.u.) = -1495.7801



# 3
C4H7NO2 | ωB97M-V/def2-TZVPD

```
14
Properties=species:S:1:pos:R:3
O -2.3849 -1.0966 0.3490
N -2.3109 0.2655 0.0941
C -1.1106 0.6453 0.0615
C -0.1679 1.7075 -0.2054
C 0.3090 0.2611 0.1007
C 0.7804 -0.5738 -1.0372
O 1.5123 -1.5277 -0.9294
H -3.3364 -1.2651 0.3446
H 0.0271 2.4527 0.5617
H -0.0598 2.0643 -1.2292
H 0.7744 0.0647 1.0637
H 2.9470 -1.2612 1.7489
H 0.3875 -0.2629 -2.0301
H 2.6330 -1.4739 1.1070
```

Properties
- relative energy (zero: lowest compared OMol25 entry of this formula, charge and spin) (kcal per mole) = 116.7
- HOMO energy (eV) = -9.97
- net charge = 0
- Kohn-Sham gap (eV) = 10.7
- DFT total energy (a.u.) = -361.6949



- The lowest HOMO energy belongs to which entry?
  C14H40N3O5S